A single C19H22N4O2 molecule in a non-equilibrium geometry, computed with wB97M-V/def2-TZVPD.

ORCA input file:
```
! RIJCOSX wB97M-V def2-TZVPD def2/J DEFGRID3
* xyz 0 1
C 1.68374 0.22056 -4.35982
O 1.26064 -0.61204 -3.29512
C 0.07016 -1.27400 -3.42286
C -0.33458 -1.89117 -4.63463
C -1.55138 -2.58563 -4.74309
N -1.91487 -3.15383 -5.98160
C -2.38323 -2.64262 -3.62035
C -2.04885 -1.96876 -2.46013
C -0.82712 -1.31666 -2.34151
N -0.46891 -0.76136 -1.13342
C -1.43225 -0.52265 -0.13362
C -1.16502 0.38434 0.87823
C 0.21300 0.93149 1.01334
O 1.07814 0.98344 0.14148
N 0.52574 1.40833 2.24849
C 1.78949 1.68763 2.72389
C 2.00542 2.09913 4.01876
N 3.28038 2.36174 4.55467
C 4.48762 1.94906 3.87102
C 3.29876 2.83690 5.95413
C -2.26463 0.75899 1.79632
C -3.45312 0.04956 1.76451
C -3.76151 -1.09662 0.84613
C -2.77515 -1.14280 -0.24213
C -3.05775 -1.85923 -1.39158
H 2.44421 0.87163 -3.92445
H 0.84461 0.80269 -4.74927
H 2.18197 -0.35546 -5.17292
H 0.32157 -1.84080 -5.49379
H -2.77711 -3.65709 -6.10769
H -1.15299 -3.34913 -6.64386
H -3.36140 -3.13818 -3.76561
H 0.36633 -0.18481 -1.11713
H -0.24841 1.36489 2.90602
H 2.61874 1.52604 2.04549
H 1.13106 2.23187 4.62416
H 4.66493 2.48087 2.96046
H 4.47607 0.88315 3.67204
H 5.32846 2.16359 4.53066
H 2.86755 3.83984 5.97974
H 2.69171 2.13787 6.55010
H 4.34302 2.86717 6.31790
H -2.20389 1.60761 2.48307
H -4.28491 0.30829 2.42982
H -4.76702 -0.96573 0.42000
H -3.74488 -2.02704 1.46385
H -3.99439 -2.41110 -1.45967
*
```

The value obtained for the HOMO-LUMO gap is 6.4903 eV. The value obtained for the HOMO energy is -6.2 eV. For the energy, the calculation gives -1106.66637 Eh. The relative energy (zero: lowest compared OMol25 entry of this formula, charge and spin) comes out at 3.170 eV. For the LUMO energy, the calculation gives 0.256 eV.

=====

A single C10H18N2O5 molecule in a non-equilibrium geometry, computed with wB97M-V/def2-TZVPD.

ORCA input file:
```
! RIJCOSX wB97M-V def2-TZVPD def2/J DEFGRID3
* xyz 0 1
C 4.06330 -0.48626 -0.52753
C 2.56229 -0.61221 0.05592
C 2.08648 -2.07567 -0.00249
C 1.60442 0.41449 -0.53513
C 0.36463 0.75852 0.27350
N -0.18531 1.88938 -0.25777
C -1.48081 2.03077 -0.64038
O -1.94690 3.12517 -0.82627
C -2.40894 0.79404 -0.80548
N -1.94578 -0.40136 -1.59726
C -2.97327 0.41832 0.62875
C -3.94293 -0.79307 0.68178
O -4.88305 -0.64976 1.41022
O -3.72056 -1.93562 -0.01635
C 0.65258 1.05439 1.70900
O 1.16461 2.06466 2.12222
O 0.34614 -0.02424 2.49103
H 4.63776 0.35960 -0.06634
H 4.62131 -1.37662 -0.39951
H 4.12185 -0.31558 -1.59122
H 2.79449 -0.32074 1.14863
H 1.95951 -2.49952 -1.01692
H 1.03333 -2.11574 0.42199
H 2.76355 -2.80911 0.52594
H 2.13579 1.33214 -0.48794
H 1.55008 0.17123 -1.59726
H -0.31035 -0.11287 0.27520
H 0.21822 2.78483 0.00836
H -3.30752 1.20152 -1.35143
H -1.76371 -0.16670 -2.55875
H -1.05607 -0.72798 -1.18434
H -3.31434 1.28988 1.09534
H -2.15567 0.11686 1.35409
H -3.17457 -1.68240 -0.72830
H -0.11057 -0.70037 1.98870
*
```

The value obtained for the HOMO-LUMO gap is 10.0473 eV. The value obtained for the HOMO energy is -10.0 eV. For the energy, the calculation gives -877.55513 Eh. The relative energy (zero: lowest compared OMol25 entry of this formula, charge and spin) comes out at 2.299 eV. For the LUMO energy, the calculation gives 0.089 eV.

=====

A molecular structure, C15H32MgNO2P2 in a non-equilibrium geometry, computed with wB97M-V/def2-TZVPD.

ORCA input file:
```
! RIJCOSX wB97M-V def2-TZVPD def2/J DEFGRID3
* xyz 1 1
Mg -0.09056 -0.19168 -0.16634
P -1.78238 0.65811 1.61006
C -1.78703 2.29008 0.70873
C -0.40521 2.77274 0.30670
N 0.48288 1.87146 -0.16201
C 1.67445 2.26763 -0.65853
C 2.06896 3.59845 -0.56696
C 1.19369 4.54383 -0.04511
C -0.07334 4.12792 0.37920
C 2.61566 1.25204 -1.26684
P 1.78048 -0.28015 -1.89673
H -0.81680 4.82288 0.76017
H 3.06522 3.86489 -0.92450
H 1.48377 5.59237 0.02695
H 3.17526 1.71606 -2.09665
H 3.33688 0.93216 -0.49313
H -2.37662 2.09870 -0.22110
H -2.28840 3.05264 1.32972
H -1.77191 0.03599 -3.29440
O -2.12943 0.75839 -2.70301
H -2.97404 0.97463 -3.16402
H -1.28135 -2.03917 -3.38806
O -1.19602 -1.29779 -4.01654
H -1.03023 -1.69206 -4.88789
C 1.50117 0.15189 -3.63870
H 2.45470 0.32650 -4.15840
H 0.96310 -0.69040 -4.09558
H 0.85973 1.03946 -3.70411
C 3.26293 -1.31385 -2.08121
H 2.94304 -2.29271 -2.45980
H 3.96619 -0.85872 -2.79725
H 3.75170 -1.43562 -1.10590
C -1.30985 1.14449 3.30483
H -2.02547 1.85547 3.74566
H -1.30319 0.23028 3.91720
H -0.30316 1.57831 3.31100
C -3.59457 0.53042 1.83319
H -3.81299 -0.48861 2.18580
H -3.95582 1.26160 2.57939
H -4.08791 0.70353 0.86404
C 1.73358 -3.51825 2.22475
C 0.86809 -2.74069 1.21691
C -0.62735 -3.05346 1.41069
C 1.10026 -1.24159 1.31394
H 1.49419 -3.21638 3.25133
H 2.79872 -3.32566 2.05606
H 1.58291 -4.60090 2.14816
H 1.16503 -3.06759 0.20275
H -0.97959 -2.66906 2.38006
H -1.27917 -2.61042 0.63511
H -0.79801 -4.13929 1.39443
H 0.79084 -0.85992 2.29520
H 2.13886 -0.94395 1.12778
*
```

The value obtained for the HOMO-LUMO gap is 6.7938 eV. The value obtained for the HOMO energy is -9.7 eV. For the energy, the calculation gives -1678.62288 Eh. The relative energy (zero: lowest compared OMol25 entry of this formula, charge and spin) comes out at 0.000 eV. For the LUMO energy, the calculation gives -2.903 eV.

=====

3 unconnected molecules or ions with the total composition C32H58BBr2N5O6S in a non-equilibrium geometry, computed with wB97M-V/def2-TZVPD.

ORCA input file:
```
! RIJCOSX wB97M-V def2-TZVPD def2/J DEFGRID3
* xyz 0 3
C 0.66156 2.61971 2.83508
B 1.37266 1.31533 3.48488
O 1.31302 1.12703 4.92630
N 2.13907 0.29912 2.67529
C 3.29611 0.89704 1.93399
C 4.38386 1.62637 2.86240
C 4.49658 3.21291 2.51093
C 6.03857 3.66974 2.24584
C 6.12635 4.30642 0.75575
C 6.22812 3.18123 -0.39311
C 7.80541 2.88704 -0.60086
S 8.11352 1.34571 -1.62331
C 9.56741 0.53780 -0.83409
N 10.91705 0.97375 -0.66885
N 11.54901 -0.06381 -0.03239
C 10.59073 -1.10169 0.20065
O 9.31084 -0.75652 -0.32240
C 1.18181 -0.29497 1.70628
O 0.37934 -1.14022 2.18908
O 1.10825 0.08004 0.33005
C 1.48418 -0.98876 -0.54315
Br 0.33072 -2.58207 -0.76689
C 2.69358 -0.95053 -1.30432
C 3.75438 0.24137 -1.24656
Br 3.15105 -2.45867 -2.53374
H -0.44798 2.62382 3.08988
H 0.81026 2.59592 1.69370
H 1.21308 3.53942 3.22940
H 1.21440 0.16159 5.08589
H 2.89413 1.66122 1.18936
H 3.82706 0.02634 1.39475
H 5.40951 1.18661 2.56091
H 4.27778 1.42813 3.97837
H 4.02027 3.77239 3.38493
H 3.92529 3.49979 1.56518
H 6.77824 2.82047 2.40869
H 6.21020 4.55583 2.96482
H 5.18497 4.93245 0.52054
H 7.02973 5.01369 0.67080
H 5.64478 2.22876 -0.15685
H 5.83535 3.55420 -1.41228
H 8.23446 2.72758 0.45560
H 8.34148 3.77752 -1.10060
H 10.75064 -2.09846 0.73131
H 4.69488 -0.14736 -0.69939
H 4.09999 0.44059 -2.32462
H 3.35680 1.19949 -0.78079
C -6.57266 -4.58307 2.18476
C -6.06313 -4.27745 0.75703
C -5.53316 -5.57406 0.10893
C -4.19143 -6.01704 0.68076
C -3.16946 -4.88974 0.57605
C -3.65150 -3.56779 1.21139
N -5.03794 -3.18967 0.79080
O -4.95404 -2.67473 -0.46513
C -3.57844 -3.67990 2.75379
C -2.61050 -2.46538 0.88406
C -7.35598 -3.85255 0.01149
H -7.38019 -5.32151 2.15393
H -5.82350 -5.00942 2.84629
H -6.97250 -3.68291 2.66135
H -5.42207 -5.43229 -0.97434
H -6.26160 -6.38285 0.23320
H -4.30589 -6.34227 1.71696
H -3.82985 -6.88844 0.12579
H -2.23332 -5.21220 1.04468
H -2.93947 -4.73126 -0.48515
H -4.13155 -2.86867 3.23620
H -2.54448 -3.61319 3.10550
H -3.94326 -4.63079 3.14000
H -2.45265 -2.33941 -0.18935
H -1.63298 -2.71198 1.30600
H -2.91497 -1.50073 1.30353
H -7.76088 -2.92407 0.42676
H -8.12947 -4.61968 0.10948
H -7.19903 -3.70847 -1.05985
C -4.47004 3.24063 -3.12903
C -3.81520 1.89880 -3.53194
C -4.26500 0.79055 -2.55619
C -3.60412 0.90184 -1.18785
C -2.08609 0.92954 -1.33068
C -1.58278 2.02307 -2.29699
N -2.32778 2.04221 -3.59486
O -1.85432 1.01418 -4.34835
C -1.68349 3.40616 -1.60835
C -0.05443 1.83213 -2.49150
C -4.44348 1.61023 -4.92105
H -5.56120 3.15964 -3.16086
H -4.23916 3.56646 -2.11845
H -4.18266 4.04155 -3.81718
H -4.03193 -0.19615 -2.97781
H -5.35321 0.81528 -2.43282
H -3.96085 1.79008 -0.66143
H -3.89621 0.04483 -0.57277
H -1.63796 1.06734 -0.34027
H -1.75572 -0.05726 -1.67912
H -1.56899 4.21827 -2.33250
H -0.89452 3.53305 -0.86044
H -2.61294 3.55385 -1.06037
H 0.20247 0.83894 -2.86902
H 0.47597 1.94144 -1.54034
H 0.34990 2.57930 -3.18232
H -4.13763 2.36378 -5.65404
H -5.53554 1.63297 -4.86434
H -4.17570 0.62550 -5.31048
*
```

The value obtained for the HOMO-LUMO gap (alpha / beta) is 8.8634 / 9.2856 eV. The value obtained for the HOMO energy (alpha / beta) is -8.7 / -9.3 eV. For the energy, the calculation gives -7550.09098 Eh. Its expectation value of S² is 2.009. For the LUMO energy (alpha / beta), the calculation gives 0.153 / -0.025 eV.

=====

2 unconnected molecules or ions with the total composition C6H3N2O4 in a non-equilibrium geometry, computed with wB97M-V/def2-TZVPD.

ORCA input file:
```
! RIJCOSX wB97M-V def2-TZVPD def2/J DEFGRID3
* xyz -1 1
C -0.46271 -1.11194 0.63373
C 0.45600 -1.58805 -0.22778
C -0.21434 0.05474 1.49276
C 1.71299 -0.86901 -0.52889
C -1.91150 1.36822 -0.74863
C 0.78779 1.34323 -0.45515
N -1.83948 0.35848 -1.27653
N 1.53891 0.40609 -0.80315
O 0.31141 1.23314 1.04873
O 2.71847 -1.49691 -0.68602
O -0.43642 0.05719 2.68112
O 0.54244 2.41429 -0.87374
H -1.24253 -1.88585 0.85059
H 0.21650 -2.40115 -0.96650
H -2.17754 2.11755 -0.14053
*
```

The value obtained for the HOMO-LUMO gap is 9.1960 eV. The value obtained for the HOMO energy is -5.5 eV. For the energy, the calculation gives -640.93606 Eh. The relative energy (zero: lowest compared OMol25 entry of this formula, charge and spin) comes out at 0.652 eV. For the LUMO energy, the calculation gives 3.742 eV.

=====

4 unconnected molecules or ions with the total composition C20H24F3N3O3S, computed with wB97M-V/def2-TZVPD.

ORCA input file:
```
! RIJCOSX wB97M-V def2-TZVPD def2/J DEFGRID3
* xyz 0 1
N -1.55147 1.96670 0.81056
C -1.12427 0.97518 -0.16490
N -0.44845 1.70490 -1.22195
N -0.27603 -0.04009 0.48125
C -2.28668 0.18353 -0.76794
O -3.29995 1.10678 -1.21728
S -4.70616 0.49410 -1.72144
O -5.08788 -0.52790 -0.75712
O -5.58878 1.79606 -1.37591
H -1.94647 2.75427 0.30860
H -2.28846 1.59375 1.39948
H -0.02487 1.05577 -1.87545
H 0.30050 2.24316 -0.79852
H -0.25962 0.12191 1.48118
H 0.67732 0.05486 0.15459
H -1.92668 -0.40858 -1.61661
H -2.69921 -0.49025 -0.01554
H -5.84491 1.72438 -0.44035
F 2.14096 2.75807 0.20660
C 2.34389 3.99312 0.72438
C 2.65789 5.02549 -0.13455
C 2.86543 6.28662 0.40663
C 2.75619 6.49165 1.77519
C 2.43504 5.43057 2.61084
C 2.22346 4.16261 2.08792
H 2.73656 4.83814 -1.19667
H 3.11261 7.11211 -0.24785
H 2.91824 7.47761 2.18945
H 2.34400 5.58803 3.67756
H 1.95831 3.32124 2.71333
F 2.72367 0.14937 -0.92538
C 3.50847 -0.70349 -0.22675
C 3.67677 -1.98937 -0.69609
C 4.47990 -2.85270 0.03596
C 5.09127 -2.42384 1.20625
C 4.89973 -1.12274 1.65081
C 4.09982 -0.24498 0.93253
H 3.18566 -2.29952 -1.60814
H 4.62558 -3.86684 -0.31212
H 5.71520 -3.10319 1.77123
H 5.37455 -0.78523 2.56282
H 3.93295 0.77491 1.25202
F -2.45413 -3.17756 -2.63794
C -3.03765 -4.12421 -1.86692
C -2.64417 -5.43764 -2.02358
C -3.24420 -6.40153 -1.22504
C -4.21187 -6.04226 -0.29671
C -4.58402 -4.71093 -0.16614
C -3.99781 -3.73252 -0.95684
H -1.88766 -5.69036 -2.75381
H -2.95116 -7.43806 -1.33048
H -4.67487 -6.79863 0.32293
H -5.33899 -4.42582 0.55505
H -4.26908 -2.68891 -0.87710
*
```

The value obtained for the HOMO-LUMO gap is 9.8347 eV. The value obtained for the HOMO energy is -9.1 eV. For the energy, the calculation gives -1864.27262 Eh. The relative energy (zero: lowest compared OMol25 entry of this formula, charge and spin) comes out at 0.043 eV. For the LUMO energy, the calculation gives 0.751 eV.

=====

Repeat the second record exactly.
A single C10H18N2O5 molecule in a non-equilibrium geometry, computed with wB97M-V/def2-TZVPD.

ORCA input file:
```
! RIJCOSX wB97M-V def2-TZVPD def2/J DEFGRID3
* xyz 0 1
C 4.06330 -0.48626 -0.52753
C 2.56229 -0.61221 0.05592
C 2.08648 -2.07567 -0.00249
C 1.60442 0.41449 -0.53513
C 0.36463 0.75852 0.27350
N -0.18531 1.88938 -0.25777
C -1.48081 2.03077 -0.64038
O -1.94690 3.12517 -0.82627
C -2.40894 0.79404 -0.80548
N -1.94578 -0.40136 -1.59726
C -2.97327 0.41832 0.62875
C -3.94293 -0.79307 0.68178
O -4.88305 -0.64976 1.41022
O -3.72056 -1.93562 -0.01635
C 0.65258 1.05439 1.70900
O 1.16461 2.06466 2.12222
O 0.34614 -0.02424 2.49103
H 4.63776 0.35960 -0.06634
H 4.62131 -1.37662 -0.39951
H 4.12185 -0.31558 -1.59122
H 2.79449 -0.32074 1.14863
H 1.95951 -2.49952 -1.01692
H 1.03333 -2.11574 0.42199
H 2.76355 -2.80911 0.52594
H 2.13579 1.33214 -0.48794
H 1.55008 0.17123 -1.59726
H -0.31035 -0.11287 0.27520
H 0.21822 2.78483 0.00836
H -3.30752 1.20152 -1.35143
H -1.76371 -0.16670 -2.55875
H -1.05607 -0.72798 -1.18434
H -3.31434 1.28988 1.09534
H -2.15567 0.11686 1.35409
H -3.17457 -1.68240 -0.72830
H -0.11057 -0.70037 1.98870
*
```

The value obtained for the HOMO-LUMO gap is 10.0473 eV. The value obtained for the HOMO energy is -10.0 eV. For the energy, the calculation gives -877.55513 Eh. The relative energy (zero: lowest compared OMol25 entry of this formula, charge and spin) comes out at 2.299 eV. For the LUMO energy, the calculation gives 0.089 eV.

=====

Question: Look up the energy of the fourth one.
Answer: -7550.09098 Eh

=====

Question: Which of these has the highest energy?
Answer: C6H3N2O4